85
Properties=species:S:1:pos:R:3:forces:R:3:mulliken_charge:R:1 method="wB97M-V/def2-TZVPD" relative_energy_ev=0.000 spin_multiplicity=1 homo_ev="-10.41 / -10.41" gap_ev="5.73 / 5.73" largest_force_ev_per_a=0.9 total_charge=+1
Au 0.8539 1.1741 0.4550 -0.2 0.7 0.5 1.54
Te -1.5804 1.5472 1.5597 0.6 -0.4 -0.4 0.30
O 1.1626 -0.5174 -0.6730 0.0 0.5 0.3 -0.91
O -0.1833 4.0880 0.7571 0.1 -0.1 0.2 -0.62
O 1.9757 1.0098 3.1726 0.2 -0.3 0.3 -0.55
O 3.2396 -3.2652 -1.2919 0.0 0.0 0.0 -0.63
N 2.5385 2.0529 -0.6536 -0.1 -0.5 -0.2 -0.04
N 2.0736 3.1752 3.9171 -0.1 -0.5 0.0 0.16
N 1.1407 2.6229 1.8461 -0.4 0.1 -0.1 -0.08
N -1.0274 0.9769 -1.3943 0.1 -0.2 -0.2 0.42
N 1.8546 1.1817 -2.7101 -0.3 -0.4 -0.2 -0.25
C 0.3842 -1.5142 -1.0730 0.0 -0.3 -0.1 -0.05
C -0.9571 -3.7927 -2.0641 0.0 0.4 0.1 0.04
C -2.2838 -2.7430 1.3733 0.1 0.1 0.0 -0.39
C 0.3074 -3.9004 -1.4999 -0.1 0.2 0.0 -0.60
C 3.6900 2.6896 -2.6575 0.0 0.0 0.2 -1.04
C 0.6210 3.8888 1.6686 -0.3 0.2 -0.5 0.63
C -5.2040 -0.3983 -2.7713 0.0 0.0 0.0 -0.90
C 1.9603 -2.6838 3.2220 0.1 0.1 0.1 -0.50
C -1.5186 -2.5261 -2.1526 0.1 -0.3 0.0 -0.83
C -1.6673 -4.9869 -2.6052 -0.1 -0.3 -0.1 -1.81
C -5.1889 0.0053 -4.0956 0.0 0.0 -0.1 -0.59
C 0.9634 -2.7905 -1.0000 -0.2 -0.1 -0.1 1.54
C 3.9838 -2.5281 1.3188 -0.1 0.0 0.0 -0.70
C 2.6863 1.9484 -1.9940 0.3 0.4 0.1 0.57
C -2.8123 0.3264 -3.9726 -0.1 0.0 0.0 -0.11
C -1.7214 2.2352 -1.4223 -0.1 0.3 -0.1 -1.02
C 2.6658 -2.7374 0.9240 0.1 0.0 0.2 0.26
C 1.7715 4.4762 3.6910 -0.2 0.4 -0.4 -0.04
C -2.4497 -0.3615 1.5291 -0.2 0.1 0.1 0.38
C 4.2802 -2.3808 2.6584 0.1 0.0 0.1 -0.61
C 4.4032 3.5490 -0.5550 -0.1 -0.1 0.1 -1.01
C -2.5896 2.3051 -0.1819 -0.2 0.2 0.1 -0.99
C 1.6596 -2.8132 1.8788 0.2 0.0 0.0 0.43
C -4.4228 -1.7125 1.7290 0.1 0.1 0.0 -0.73
C -1.6769 -1.4950 1.3709 0.1 -0.1 0.0 0.38
C -3.6521 -2.8489 1.5449 0.0 0.0 0.0 -0.87
C -3.9926 0.3635 -4.6969 0.0 0.0 0.0 -0.80
C 2.3725 -2.9449 -0.5086 0.1 0.0 -0.3 -1.04
C 1.0809 4.8801 2.6082 0.1 0.1 0.2 -1.07
C 1.7377 2.1861 3.0052 0.1 0.0 -0.2 0.60
C -2.8276 -0.0664 -2.6406 -0.1 0.1 0.0 -1.56
C 3.2721 -2.4610 3.6097 0.0 0.0 0.0 -0.49
C -3.8253 -0.4618 1.7253 0.0 0.1 0.0 -0.65
C -1.5552 -0.0826 -1.8673 0.3 -0.2 -0.1 0.62
C 2.7543 2.7631 5.1317 0.1 -0.2 0.2 -1.02
C -0.8813 -1.3758 -1.6850 0.1 -0.1 -0.1 1.42
C 4.5387 3.4819 -1.9457 0.0 0.0 0.0 -0.34
C -4.0257 -0.4383 -2.0447 0.0 0.1 -0.1 0.45
C 3.4031 2.8257 0.0302 0.3 0.1 0.2 0.04
H 1.1781 -2.7533 3.9629 -0.1 0.0 0.1 0.44
H 0.6511 -3.0140 1.5656 -0.2 -0.1 -0.1 0.17
H 1.3931 0.4388 -2.1931 -0.1 0.0 0.0 -0.03
H 2.1542 0.9544 -3.6457 -0.1 0.1 0.1 0.30
H -0.9779 3.0273 -1.3757 0.0 0.1 -0.1 0.51
H -6.1073 0.0353 -4.6610 -0.1 0.0 -0.1 0.41
H 4.7559 -2.4909 0.5664 0.1 0.0 -0.1 0.52
H -4.1204 -3.8197 1.5415 -0.1 -0.1 0.0 0.44
H 2.1111 5.1654 4.4493 0.0 0.1 0.0 0.40
H -1.6160 -5.0126 -3.6938 0.0 0.0 -0.1 0.33
H -4.4385 0.4195 1.8689 0.0 0.1 0.0 0.40
H 2.3798 1.7842 5.4296 0.1 0.1 0.0 0.33
H 3.8284 2.6950 4.9628 0.0 0.0 0.1 0.31
H -5.4860 -1.7976 1.8789 -0.2 0.0 0.0 0.43
H -2.8704 3.3242 0.0694 0.0 0.1 0.0 0.66
H 2.5454 3.4914 5.9102 0.0 0.0 0.0 0.37
H -1.2248 -5.9077 -2.2315 0.0 -0.1 0.0 0.42
H 5.3103 4.0405 -2.4523 0.1 0.1 0.0 0.43
H -3.4753 1.6722 -0.2674 0.0 0.0 0.0 0.51
H -0.6092 -1.4090 1.2381 0.0 0.0 0.0 -0.14
H -4.0305 -0.7778 -1.0213 0.0 -0.1 0.2 0.49
H 5.3022 -2.2142 2.9679 0.0 0.0 0.0 0.43
H 3.2740 2.8421 1.1006 0.1 0.0 -0.1 0.17
H -3.9776 0.6696 -5.7307 0.0 0.0 -0.1 0.44
H 3.5125 -2.3561 4.6569 0.0 0.0 0.1 0.44
H 0.8198 5.9116 2.4464 0.0 0.0 0.0 0.54
H -6.1331 -0.6915 -2.3066 -0.1 0.0 0.1 0.47
H 3.7679 2.6029 -3.7291 0.0 0.0 -0.1 0.40
H -2.3441 2.3867 -2.3145 0.0 -0.1 0.2 0.48
H -1.8776 0.6005 -4.4398 0.1 0.0 0.0 0.49
H 5.0627 4.1438 0.0534 0.1 0.1 0.1 0.48
H -2.7184 -4.9787 -2.3245 -0.1 0.0 0.0 0.40
H -2.4890 -2.4223 -2.6181 0.0 -0.1 0.0 0.57
H -1.6846 -3.6273 1.2258 0.1 -0.1 0.0 0.50
H 0.8024 -4.8593 -1.4597 0.1 -0.1 0.0 0.51


80
Properties=species:S:1:pos:R:3:forces:R:3:lowdin_spin:R:1 method="wB97M-V/def2-TZVPD" relative_energy_ev=0.000 spin_multiplicity=8 homo_ev="-3.06 / -4.56" gap_ev="5.18 / 6.71" largest_force_ev_per_a=2.7 total_charge=-1
Eu 0.4209 0.6554 0.6479 -0.5 1.5 -0.9 6.95
Sb -0.1393 1.3562 -2.4746 -0.1 0.4 -0.7 0.00
S -0.0969 3.4532 0.1062 -0.2 -0.5 -0.7 0.00
P -1.8815 -0.5881 1.8672 1.4 0.5 -1.2 0.00
O -1.3052 2.4415 0.1515 2.6 0.3 0.8 -0.01
O 0.7493 -1.3845 -0.4942 1.1 -0.5 1.2 -0.01
O -0.0051 4.0526 1.4558 -0.4 0.4 -1.5 0.00
O 1.3020 2.8059 -0.1703 -2.2 -0.5 1.3 -0.01
O -0.3519 4.1895 -1.1402 -0.1 1.1 1.0 0.00
N 2.6646 -1.5308 0.8930 0.6 -0.6 0.4 0.00
N 2.0971 -0.6391 1.7304 -0.1 0.5 1.6 -0.01
N 0.8649 1.3249 3.1319 0.0 -0.2 0.5 0.01
C -2.5700 -1.5820 -0.7107 0.3 -0.1 -0.5 0.00
C 3.4375 -1.4414 3.5971 0.2 -0.1 0.4 0.00
C 2.2801 0.9394 5.0373 -0.2 -0.4 -0.4 0.00
C 2.5649 -2.5346 -1.2606 0.6 -0.3 0.1 0.00
C -2.2269 3.2371 -3.9387 -0.2 0.3 -0.1 0.00
C 0.6675 2.7115 5.0559 0.0 0.2 0.7 0.01
C 2.4614 -0.4832 2.9756 0.2 -1.1 -1.4 0.03
C -3.1031 -0.9304 0.5502 -1.3 -0.1 0.7 0.00
C 2.6406 -3.1423 -3.5602 0.5 -0.4 -0.7 0.00
C 1.9443 -1.7705 -0.1905 -1.8 1.0 -0.6 0.00
C 0.2727 2.3298 3.7923 0.3 -0.4 -0.3 0.00
C 1.5468 2.6396 -3.1330 -0.9 -0.2 0.3 0.00
C 1.6703 1.9884 5.7052 -0.2 0.0 -0.4 0.00
C 3.6029 -3.3912 -0.9662 0.2 -0.3 -0.3 0.00
C -2.1394 2.2672 -2.7758 0.6 -0.2 0.1 0.00
C -2.4115 -3.0232 3.1767 -0.3 -0.7 0.4 0.00
C -4.2007 0.0432 3.3075 -0.9 0.3 0.4 0.00
C 1.3411 3.3943 -4.4317 0.0 0.7 0.0 0.00
C 4.1362 -4.1685 -1.9792 0.5 -0.3 0.1 0.00
C 3.6790 -4.0373 -3.2779 -0.4 0.3 -0.1 0.00
C -0.1903 0.3017 -4.3649 0.5 0.7 -0.7 0.00
C 2.0908 -2.3889 -2.5546 -0.5 0.3 -0.2 0.00
C -1.1824 -0.8247 -4.3831 -0.5 -0.7 0.0 0.00
C -2.7245 0.3513 3.1538 -0.4 0.1 0.3 0.00
C -1.3321 -2.1847 2.5287 -0.3 -0.3 0.0 0.00
C 1.8435 0.6185 3.7324 0.0 0.5 0.4 0.01
H -0.5240 2.8541 3.2784 0.2 0.0 -0.2 0.00
H -2.0957 -2.5537 -0.5028 -0.1 0.3 -0.1 0.00
H -3.2636 -3.1860 2.4906 0.3 0.1 0.3 0.00
H -2.5895 1.4159 2.8890 0.0 -0.4 0.2 0.00
H 4.9253 -4.8744 -1.7358 0.0 0.1 -0.2 0.00
H -2.7863 -2.5586 4.1089 0.1 -0.2 -0.5 0.00
H 1.6844 3.2751 -2.2517 0.1 -0.1 -0.4 0.00
H -3.3983 -1.7558 -1.4345 0.6 0.2 0.4 0.00
H -3.9040 -1.5646 0.9902 0.1 0.4 -0.4 0.00
H 4.3690 -0.9169 3.9009 -0.5 -0.4 0.0 0.00
H 0.8345 -0.0582 -4.5799 -0.4 0.2 0.1 0.00
H -1.8017 -0.9395 -1.1793 -0.3 -0.4 0.1 0.00
H -3.5548 0.0515 0.2952 0.2 -0.4 0.2 0.00
H -0.8746 -2.7255 1.6817 -0.1 0.3 0.2 0.00
H -1.9356 2.7626 -4.8896 -0.1 0.2 0.2 0.00
H 2.9806 -1.9400 4.4891 0.5 0.4 -0.6 0.00
H -2.1922 0.1660 4.1000 0.0 0.1 -0.3 0.00
H 0.1884 3.5788 5.5159 0.1 -0.4 0.0 0.00
H -0.4449 1.0492 -5.1532 0.2 -0.5 0.4 0.00
H 1.9645 2.2230 6.7190 0.1 0.1 0.0 0.00
H -2.1949 -0.4269 -4.1969 0.2 -0.3 -0.1 0.00
H 0.5589 4.1726 -4.3186 0.5 -0.4 0.0 0.00
H -2.0127 -4.0173 3.4370 -0.2 0.2 0.0 0.00
H 2.2773 -3.0396 -4.5859 0.1 0.0 0.3 0.00
H -2.3765 2.7339 -1.8072 0.2 -0.2 -0.5 0.00
H -4.4117 -1.0332 3.3899 0.1 0.3 -0.1 0.00
H 3.0735 0.3508 5.5007 -0.3 0.2 -0.1 0.00
H 1.3051 -1.6582 -2.7613 0.2 -0.3 0.2 0.00
H 3.9782 -3.4224 0.0448 0.0 -0.1 0.1 0.00
H -3.2665 3.6042 -4.0420 0.4 0.0 -0.1 0.00
H 2.3798 1.9320 -3.2120 -0.1 0.0 0.1 0.00
H -2.8110 1.4056 -2.9467 0.2 0.2 0.1 0.00
H -1.5717 4.1084 -3.7753 -0.3 -0.3 0.0 0.00
H 2.2794 3.9064 -4.7378 -0.5 -0.2 0.0 0.00
H -1.2046 -1.3667 -5.3515 0.0 0.2 0.4 0.00
H -0.9596 -1.5637 -3.5868 -0.2 0.3 -0.4 0.00
H 3.6862 -2.1978 2.8299 -0.1 0.4 0.5 0.00
H -0.5239 -1.9674 3.2353 0.0 0.0 -0.1 0.00
H 4.1360 -4.5917 -4.0831 0.0 -0.2 0.0 0.00
H 1.0228 2.7342 -5.2431 0.1 0.1 0.0 0.00
H -4.5839 0.5169 4.2284 0.0 -0.1 -0.3 0.00
H -4.7788 0.4609 2.4602 0.3 -0.3 0.4 0.00


72
Properties=species:S:1:pos:R:3:forces:R:3:lowdin_spin:R:1 method="wB97M-V/def2-TZVPD" relative_energy_ev=0.250 spin_multiplicity=4 homo_ev="-12.91 / -13.64" gap_ev="5.73 / 6.27" largest_force_ev_per_a=2.0 total_charge=+2
Re 0.8980 -0.5043 -0.1995 1.7 0.8 0.6 1.94
Cl 1.5071 -2.6525 -5.3745 0.0 0.0 0.0 0.00
S 2.6128 1.0221 -0.7509 -0.6 -0.5 0.3 0.24
S 2.5094 -1.2533 1.3871 -0.7 0.5 -0.6 0.25
P -1.4786 -0.4054 -0.8120 -0.9 0.7 0.5 0.03
P -0.3256 1.0173 1.2757 -0.8 -0.2 0.3 0.04
N -1.8002 0.6250 0.4966 0.2 0.0 -0.2 0.01
N 1.2726 -2.1403 -1.4755 0.1 -0.7 -0.4 0.03
C -0.4098 1.8947 -4.6214 0.0 0.0 0.0 0.01
C -0.9943 0.6361 -4.7155 0.0 -0.1 0.0 0.00
C -0.0440 5.0825 1.1626 0.0 0.1 0.0 0.00
C -3.1332 -2.5586 -0.3013 0.0 0.0 0.0 0.00
C -1.4569 3.1427 2.5766 0.0 0.0 -0.1 0.00
C 3.9539 0.7510 0.3211 -0.1 -0.1 -0.1 0.12
C 1.2603 -3.4009 -1.0098 0.1 -0.1 0.0 0.02
C 5.1114 1.6842 0.1354 0.1 0.0 -0.1 0.01
C 1.3546 -1.9381 -2.7984 0.1 0.1 -0.2 0.02
C -1.0150 5.4524 2.0823 0.0 0.0 0.0 0.00
C -5.2238 -1.5617 -1.8440 0.0 0.0 0.0 0.00
C -0.4070 -1.9801 3.9910 0.0 -0.1 0.0 0.00
C -4.3325 -3.2468 -0.3680 0.0 -0.1 0.0 0.00
C 1.4463 -4.2911 -3.2184 0.0 0.1 -0.1 0.01
C -2.9840 -1.3660 -1.0083 0.4 -0.2 -0.1 0.00
C -0.4922 2.7730 1.6359 0.3 -0.2 -0.1 0.00
C -4.0299 -0.8620 -1.7822 0.0 0.0 0.1 0.00
C -0.2979 0.1452 2.8607 0.1 0.1 -0.2 0.02
C -1.3863 -0.0373 -3.5711 0.0 0.0 0.0 0.01
C 1.4288 -2.9873 -3.6982 0.0 -0.1 0.2 0.00
C -1.7082 4.4855 2.8004 0.0 0.0 0.0 0.00
C -0.6446 1.8369 -2.2325 -0.1 -0.1 0.1 0.02
C -1.2243 0.5675 -2.3204 0.2 -0.2 0.1 0.01
C -0.6505 -1.2073 2.8700 -0.2 0.1 -0.1 0.01
C 0.3280 0.7084 3.9685 0.0 0.0 0.0 0.00
C -0.2471 2.4997 -3.3832 0.1 0.0 -0.1 0.00
C 0.5764 -0.0744 5.0879 0.0 0.0 0.0 0.01
C 1.3536 -4.4918 -1.8510 0.0 0.0 -0.1 0.00
C 0.2112 -1.4130 5.0987 0.0 0.0 0.0 0.00
C 5.0457 -0.6057 2.1509 0.0 0.0 0.1 0.01
C 3.9281 -0.2689 1.2126 -0.1 0.0 -0.1 0.12
C 0.2266 3.7410 0.9399 0.0 -0.1 0.0 0.00
C -5.3712 -2.7531 -1.1461 0.0 0.0 0.0 0.00
H 5.8868 1.2168 -0.4763 0.0 0.0 0.0 0.00
H -1.2311 6.4998 2.2439 0.0 0.0 0.0 0.00
H 0.1857 3.4891 -3.3171 0.0 0.0 0.0 0.00
H 1.2009 -3.5235 0.0637 0.0 0.0 0.0 0.01
H 1.5419 -5.1229 -3.9031 0.0 0.0 0.0 0.00
H -2.3134 -2.9470 0.2926 0.0 0.0 0.0 0.00
H 4.8899 -0.1181 3.1162 0.0 0.0 0.0 0.00
H 6.0074 -0.2828 1.7575 0.0 0.0 0.0 0.00
H -6.2991 -3.3047 -1.2166 0.0 0.0 0.0 0.00
H 1.0027 3.4462 0.2426 0.0 0.0 0.0 0.00
H -0.5468 2.3180 -1.2682 0.0 0.1 0.0 0.00
H 1.0561 0.3640 5.9527 0.0 0.0 0.0 0.00
H -1.1515 -1.6375 2.0053 0.0 0.0 0.1 0.00
H 0.5103 5.8421 0.6280 0.0 0.0 0.0 0.00
H 5.0813 -1.6799 2.3278 0.1 0.0 0.0 0.00
H -1.8301 -1.0230 -3.6474 0.0 0.0 0.0 0.00
H -2.6937 1.0697 0.6772 0.0 0.0 0.0 0.00
H 1.3753 -0.9149 -3.1548 0.0 0.0 0.0 0.00
H 1.3620 -5.4917 -1.4419 0.0 0.0 0.0 0.00
H 0.6169 1.7517 3.9552 0.0 0.0 0.0 0.00
H -3.9131 0.0654 -2.3276 0.0 0.0 0.0 0.00
H -1.9982 2.3847 3.1308 0.0 0.0 0.0 0.00
H 0.4069 -2.0168 5.9746 0.0 0.0 0.0 0.00
H -0.0858 2.4041 -5.5190 0.0 0.0 0.0 0.00
H -2.4360 4.7786 3.5449 0.0 0.0 0.0 0.00
H 4.7979 2.5943 -0.3730 0.0 0.0 0.0 0.00
H -4.4631 -4.1668 0.1854 0.0 0.0 0.0 0.00
H -6.0411 -1.1745 -2.4372 0.0 0.0 0.0 0.00
H -1.1458 0.1824 -5.6860 0.0 0.0 0.0 0.00
H 5.5561 1.9548 1.0921 0.0 0.0 0.0 0.00
H -0.6971 -3.0226 4.0057 0.0 0.0 0.0 0.00


15
Properties=species:S:1:pos:R:3:forces:R:3:nbo_charge:R:1 method="wB97M-V/def2-TZVPD" relative_energy_ev=5.489 spin_multiplicity=1 homo_ev=-14.10 gap_ev=8.18 largest_force_ev_per_a=6.1 total_charge=+1
S 1.2050 -0.5693 -0.8764 -3.1 3.1 -0.2 2.23
O 2.2468 -1.1675 -0.1643 1.8 -1.7 1.0 -0.89
O 1.1380 -0.4444 -2.2710 0.3 -0.2 -0.8 -0.81
N -0.3992 -0.9839 -0.2334 1.9 -1.5 -2.0 -0.49
N -0.4638 -2.5947 0.6276 -5.4 1.2 1.6 0.27
N 0.1798 2.3662 -0.1178 2.1 -0.2 -0.3 -0.32
N 0.4723 -3.1678 0.6468 5.6 -2.2 -0.9 -0.15
N -0.6520 0.2314 0.1218 0.5 3.3 0.9 -0.08
C 0.6254 1.0116 0.0741 -0.9 -0.1 1.3 -0.16
C -1.6276 1.0743 0.2563 -1.3 -2.7 0.3 0.04
C -1.0722 2.4194 0.0891 0.0 -0.7 0.2 0.08
H -1.6162 3.3430 0.0976 -0.3 0.2 0.0 0.26
H -2.5784 0.5340 0.3798 -0.1 1.4 -0.2 0.27
H 1.1018 0.8813 1.1104 -0.4 0.4 -1.4 0.28
H 1.4402 -2.9334 0.2593 -0.7 -0.2 0.6 0.46


25
Properties=species:S:1:pos:R:3:forces:R:3:nbo_charge:R:1 method="wB97M-V/def2-TZVPD" relative_energy_ev=3.528 spin_multiplicity=1 homo_ev=-8.03 gap_ev=8.80 largest_force_ev_per_a=4.8 total_charge=0
O -0.5044 1.1334 1.0877 -0.1 -0.1 -0.1 -0.56
N -0.7507 -0.0968 0.9105 0.7 -0.7 -1.2 0.11
C 2.7645 1.5859 -1.2313 -0.3 -1.9 0.0 -0.21
C -2.1917 -0.3031 2.9592 0.5 0.6 -3.3 -0.66
C 0.7307 0.2161 -1.1187 0.0 0.7 -2.0 -0.05
C 1.1992 1.6706 -3.0375 -0.8 -1.7 2.4 -0.22
C -1.6328 -2.3014 1.4993 -0.4 1.5 -1.9 -0.65
C 0.3209 0.8318 -2.3574 -0.3 -1.5 0.8 -0.16
C 2.3952 2.0216 -2.4953 1.1 2.1 1.1 -0.20
C 1.9775 0.5758 -0.6492 0.2 0.6 0.0 -0.17
C -1.4942 -0.8367 1.6531 0.1 0.8 1.6 0.21
C 0.0151 -0.8589 -0.3587 1.6 3.5 2.7 -0.28
H 3.6907 1.7731 -0.7090 0.2 0.6 -0.4 0.22
H 0.8347 -1.3883 0.1893 -1.3 -0.5 -0.8 0.23
H -1.9128 -0.9425 3.7762 -0.7 -0.4 0.4 0.22
H -1.8713 0.7087 3.1616 0.2 0.2 0.0 0.25
H -1.0223 -2.7822 0.7601 0.1 -0.2 -0.3 0.22
H 0.9799 2.1227 -3.9158 -1.1 1.0 -2.7 0.21
H -3.2349 -0.2244 2.5763 0.2 -0.4 1.3 0.23
H -2.6704 -2.4791 1.3481 -1.0 -0.6 -0.4 0.22
H 2.3179 0.0351 0.2204 0.3 0.3 0.3 0.20
H -1.4152 -2.6110 2.4416 0.8 -1.8 2.7 0.22
H 2.8766 2.8802 -2.9872 0.4 -0.7 0.2 0.21
H -0.7505 -1.2747 -0.9114 -1.2 -1.7 -0.9 0.22
H -0.6516 0.5442 -2.8119 0.7 0.3 0.4 0.21


24
Properties=species:S:1:pos:R:3:forces:R:3:nbo_charge:R:1 method="wB97M-V/def2-TZVPD" relative_energy_ev=4.424 spin_multiplicity=1 homo_ev=-7.76 gap_ev=8.62 largest_force_ev_per_a=3.3 total_charge=0
O -2.4286 -0.7724 1.2271 0.0 -0.1 0.1 -0.62
N 1.0509 -0.4440 1.2137 -0.3 1.8 -0.9 -0.74
N 0.9967 0.7974 -0.7502 -0.6 -0.3 0.2 -0.42
N -1.6404 -1.2238 0.1048 0.2 2.6 -0.7 -0.31
C 0.4842 0.5428 0.5294 2.8 0.0 1.2 0.38
C 0.1368 1.3671 -1.7691 -0.1 0.0 -0.1 -0.41
C -0.8376 -2.2980 0.5313 2.9 0.6 1.1 -0.50
C 1.9724 -0.1319 -1.2889 0.0 -0.1 0.1 -0.42
C -0.1781 1.6979 1.2512 -0.7 0.0 -0.1 -0.68
H -0.5933 2.0462 -1.3390 0.0 0.0 0.0 0.21
H -0.4073 0.5881 -2.3176 0.0 0.0 0.0 0.19
H -0.4776 -2.8587 -0.3268 -0.1 -0.2 -0.2 0.19
H 0.9060 -0.3325 2.2125 -0.4 0.0 0.0 0.36
H 0.7423 1.9280 -2.4823 0.0 0.0 0.0 0.20
H 2.6129 -0.4761 -0.4821 0.0 0.0 -0.1 0.24
H -3.3350 -0.7890 0.8987 0.2 0.0 -0.1 0.47
H -0.9323 -0.3511 0.0021 -1.9 -2.0 0.0 0.31
H 0.5025 2.0995 2.0055 0.0 -0.2 -0.1 0.23
H 1.5022 -1.0087 -1.7544 0.0 0.0 0.0 0.18
H -0.4662 2.5318 0.6061 0.1 -0.2 0.0 0.22
H -1.0806 1.3430 1.7531 0.0 0.0 0.0 0.25
H -1.3334 -2.9465 1.2477 0.0 0.1 0.0 0.21
H 0.2378 -1.6911 0.9747 -2.3 -2.3 -0.5 0.25
H 2.5657 0.3820 -2.0475 -0.1 0.0 0.0 0.20